155
Properties=species:S:1:pos:R:3:forces:R:3 method="wB97M-V/def2-TZVPD" gap_ha=0.2901 spin_multiplicity=1 homo_energy_ha=-0.3310
Hg 2.337866 2.414155 -0.672784 -0.123 0.945 0.801
N 4.071267 2.416925 -1.972372 1.840 0.375 -2.686
S 5.531715 1.791984 -1.820033 2.778 -1.996 2.677
O 6.546477 2.758918 -1.509598 -0.869 -0.408 -0.274
O 5.839257 0.727139 -2.720346 -0.399 0.715 -0.089
F 5.302474 1.023379 -0.434813 -0.821 0.940 -0.669
S 4.290702 3.078792 -3.528982 -3.662 1.969 -1.041
O 4.135389 2.195413 -4.631211 0.560 -0.418 0.760
O 5.161522 4.200015 -3.620648 0.359 -0.759 0.588
F 2.844247 3.767983 -3.461787 0.159 0.116 0.100
N 1.289618 0.695489 0.362293 0.706 -4.474 -0.663
S 0.089451 0.235474 1.264833 -4.792 3.971 3.645
O 0.303022 -0.293628 2.579064 0.832 -0.618 -1.360
O -1.113283 -0.108641 0.561947 1.113 -0.591 -0.208
F -0.253721 1.756811 1.720879 0.179 0.137 -0.273
S 1.668317 -0.911839 -0.127227 3.446 -1.109 -2.445
O 0.922602 -1.492834 -1.203968 -0.450 0.737 1.319
O 2.187155 -1.720430 0.939753 -0.871 0.913 -0.531
F 3.003132 -0.500385 -0.936997 -0.272 0.458 0.521
C 1.364661 -3.100448 5.145718 -0.210 -0.151 0.264
C 0.175466 -2.330989 5.710060 -0.102 -0.629 -0.971
O 0.181158 -1.025792 5.194670 -0.256 0.378 0.519
O 1.410252 -3.099602 3.725100 -0.441 0.227 -0.088
H 1.267199 -4.148558 5.451668 0.464 0.118 0.420
H 2.251088 -2.578834 5.514103 0.214 -0.505 0.149
H 0.201585 -2.330024 6.800633 0.417 0.369 0.029
H -0.751111 -2.888745 5.504420 -0.093 0.228 -0.414
H 0.173034 -1.037422 4.223720 0.030 -0.237 0.301
H 2.323853 -2.924744 3.449274 0.294 0.122 0.019
C 3.194291 0.951376 3.412784 0.190 0.339 0.720
C 3.945546 1.323024 2.147340 -1.024 -0.734 -0.020
O 3.467209 2.592426 1.651879 0.593 -0.466 -0.022
O 3.946411 1.422181 4.545999 -0.182 -0.071 -0.128
H 2.971038 -0.115295 3.523925 0.307 -0.078 -0.302
H 2.223969 1.456987 3.414490 -0.012 -0.041 -0.287
H 3.685883 0.563334 1.409900 -0.033 0.282 -0.187
H 5.031774 1.279854 2.225792 0.012 0.294 0.339
H 3.811609 3.270704 2.244547 -0.107 0.146 -0.184
H 3.385325 1.275158 5.316178 0.151 0.101 0.049
C -3.531446 -2.658427 2.801986 1.687 0.231 0.204
C -2.849659 -1.378589 3.283350 -0.825 -0.232 0.559
O -3.808005 -0.364768 3.575492 -0.018 0.685 -0.702
O -4.493250 -3.079040 3.749652 -0.266 0.116 -0.370
H -2.716955 -3.387080 2.722949 -0.031 -0.175 0.004
H -3.842187 -2.488845 1.766078 -0.853 -0.038 0.171
H -2.200657 -1.032769 2.482766 -0.046 0.088 0.109
H -2.263254 -1.532911 4.190438 0.202 -0.312 -0.115
H -4.173010 -0.457220 4.455785 0.090 -0.400 0.074
H -4.909435 -3.879007 3.416790 -0.024 0.010 0.083
C -1.416810 -4.395401 -0.038208 -0.744 -0.371 -0.424
C -0.366945 -4.298841 1.033548 0.794 -0.117 -0.106
O -0.369521 -2.975169 1.540362 0.038 -0.661 0.676
O -1.207799 -5.609046 -0.749702 0.493 -0.202 0.025
H -1.404931 -3.520822 -0.697831 0.380 0.009 0.017
H -2.425655 -4.420390 0.393120 0.103 0.128 0.288
H 0.642941 -4.539203 0.666600 -0.229 0.144 -0.610
H -0.490063 -5.086745 1.791420 -0.558 0.338 0.207
H 0.245818 -3.031287 2.301397 -0.241 0.555 -0.091
H -1.927071 -5.805021 -1.353252 -0.145 0.275 0.016
C -2.888792 -0.213802 -2.352147 0.412 -0.297 1.385
O -3.683708 -0.916777 -3.253095 -0.588 0.209 -0.289
C -3.811438 -2.287823 -2.935794 0.704 -0.010 0.958
C -4.585429 -2.991841 -4.010070 0.416 0.570 -0.617
N -4.654210 -4.421892 -3.768599 -0.134 -0.097 0.054
C -5.096574 -5.171787 -4.936918 0.645 0.621 -0.494
C -6.424302 -4.753404 -5.567407 0.361 -0.955 0.409
O -6.257184 -3.723202 -6.506700 -0.220 -0.085 -0.292
C -7.478444 -3.476525 -7.192289 0.650 -0.087 -0.308
H -2.971756 -0.563433 -1.312339 -0.296 -0.365 -0.100
H -3.197359 0.825860 -2.252425 0.091 0.094 -0.654
H -1.816182 -0.322936 -2.542092 0.008 0.252 -0.401
H -4.266874 -2.404156 -1.939685 -0.237 0.089 -0.058
H -2.806770 -2.716699 -2.819944 -0.028 -0.188 -0.248
H -4.030138 -2.799727 -4.933766 -0.010 -0.339 -0.075
H -5.530626 -2.462144 -4.183879 -0.247 -0.255 0.234
H -5.241053 -4.617022 -2.966170 -0.079 0.000 -0.038
H -5.067662 -6.249575 -4.775931 -0.279 0.057 0.518
H -4.320130 -5.031584 -5.698198 -0.102 0.119 -0.089
H -7.128411 -4.459408 -4.777597 -0.115 0.071 -0.025
H -6.798896 -5.682530 -6.019415 -0.367 0.274 -0.357
H -7.344643 -2.603350 -7.828839 -0.067 0.375 0.496
H -8.265639 -3.382614 -6.445309 -0.365 0.253 -0.289
H -7.708154 -4.257337 -7.925928 -0.093 -0.429 0.394
C -2.748276 4.967887 -4.988370 -0.446 0.673 -0.706
O -2.895167 3.573973 -4.938745 0.480 0.069 0.447
C -4.131318 3.111669 -4.384118 0.942 0.451 -0.018
C -4.619999 3.869051 -3.153026 -0.491 -1.255 -0.039
N -3.681655 3.745895 -2.031800 -0.464 0.440 -0.632
C -4.324420 4.157186 -0.803750 0.306 -0.863 2.086
C -3.332655 4.059529 0.374386 0.095 0.626 -0.398
O -2.769296 2.752727 0.457461 -0.040 0.880 -1.000
C -3.672350 1.807734 0.989375 0.207 -0.952 1.759
H -2.943068 5.471990 -4.038868 -0.075 -0.143 0.056
H -3.407745 5.372145 -5.769049 -0.233 0.177 0.229
H -1.756303 5.288438 -5.309695 0.239 -0.674 0.104
H -3.868567 2.088962 -4.110208 -0.433 -0.144 0.033
H -4.898768 3.093383 -5.161312 -0.142 0.071 0.024
H -5.528488 3.312859 -2.867515 -0.282 0.289 -0.188
H -4.927370 4.891824 -3.366750 0.264 0.091 0.116
H -3.517576 2.745260 -1.983468 0.382 0.114 0.327
H -5.087495 3.467872 -0.407092 -0.620 0.113 -1.009
H -4.758046 5.154142 -0.859810 0.109 0.064 -0.170
H -3.767871 4.315123 1.343650 -0.457 -0.006 -0.075
H -2.583580 4.840224 0.206841 0.622 -0.572 0.049
H -4.741154 2.033367 0.967485 0.129 0.354 -0.523
H -3.443823 1.685346 2.055809 -0.066 0.040 0.000
H -3.506166 0.808584 0.587605 0.075 0.239 -0.454
C 4.147225 5.404876 -0.491780 0.544 -1.364 0.600
O 2.900921 4.769158 -0.186302 -0.263 0.981 0.482
C 1.797306 5.684919 -0.182821 0.496 -0.707 -0.498
C 0.538955 4.953456 0.305547 0.537 0.644 -0.494
N 0.297147 3.679281 -0.380587 0.215 0.837 0.143
C -0.291672 3.889867 -1.719539 -0.403 -0.378 0.332
C -0.409055 2.505676 -2.317478 -0.184 0.587 -0.363
O 0.932980 2.041872 -2.428014 -1.207 -1.075 -1.137
C 1.060561 0.895656 -3.285622 1.727 0.178 -0.232
H 4.793624 4.553795 -0.713113 0.211 0.377 -0.402
H 4.584963 5.843846 0.408522 -0.313 0.426 -0.045
H 4.106818 6.104794 -1.324277 -0.202 -0.031 -0.041
H 1.800177 6.048987 -1.216477 -0.818 0.161 0.030
H 1.972115 6.552233 0.459789 0.162 -0.130 0.170
H -0.275785 5.661313 0.119029 -0.237 -0.108 0.199
H 0.639614 4.799457 1.378412 -0.072 -0.207 0.008
H -0.387163 3.153342 0.165154 0.124 -0.071 -0.003
H 0.329569 4.538861 -2.338194 0.241 -0.174 0.083
H -1.269804 4.367387 -1.621985 -0.071 -0.158 -0.125
H -0.887951 2.531149 -3.300679 0.108 0.077 -0.057
H -1.013130 1.852332 -1.677765 0.169 -0.050 0.141
H 0.452698 0.036423 -3.020349 -0.342 0.262 0.138
H 2.111669 0.614469 -3.173555 -0.116 -0.287 0.066
H 1.004972 1.178723 -4.338025 -0.613 0.141 0.057
C 4.514372 -2.539535 7.613603 0.166 -0.375 0.035
O 4.993447 -2.703254 6.297148 -0.616 -0.046 -0.464
C 4.927211 -1.522001 5.516431 0.309 0.447 0.454
C 5.278726 -1.817589 4.076545 1.239 -1.130 1.801
N 4.468779 -2.903835 3.555247 -0.892 0.451 -1.786
C 4.987729 -3.393794 2.259601 -0.102 -0.593 -0.104
C 5.230601 -2.309489 1.225074 1.077 0.636 0.563
O 6.575550 -1.851858 1.422072 0.163 -0.592 0.274
C 7.016710 -0.907447 0.502506 0.708 0.715 -0.649
H 5.311706 -2.161109 8.258386 -0.059 0.089 0.119
H 4.205510 -3.527637 7.953249 0.120 0.000 0.144
H 3.639869 -1.887626 7.695224 0.026 0.150 -0.245
H 5.682870 -0.829778 5.909729 -0.131 0.255 -0.113
H 3.950921 -1.031053 5.614163 -0.131 -0.209 0.014
H 6.321188 -2.167364 4.138654 0.128 0.185 -0.275
H 5.326918 -0.865762 3.552608 -0.572 -0.283 -0.505
H 4.470356 -3.719440 4.153228 0.173 0.398 0.598
H 4.326295 -4.158507 1.842639 -0.410 0.275 0.142
H 5.911495 -3.958584 2.438948 0.320 0.354 -0.221
H 4.568065 -1.458074 1.413349 -0.269 -0.210 -0.255
H 5.159575 -2.637739 0.186821 -0.398 -0.214 0.027
H 8.101599 -0.779713 0.553447 -0.015 -0.198 0.617
H 6.573646 0.082628 0.656152 0.194 -0.509 0.162
H 6.896036 -1.193555 -0.552143 -0.614 -0.153 0.092